No. 1
Computed, not measured: a molecular structure, C16H19N7OS2Tm at a distorted geometry, with ωB97M-V/def2-TZVPD.

Output
Multiplicity = 3
Energy = -2961.19015 hartree
Charge = +1
HOMO level (alpha / beta) = -10.600 / -10.594 eV

```
46
C16H19N7OS2Tm (ωB97M-V/def2-TZVPD)
Tm -0.275 -0.366 -0.482
S -0.060 2.216 -0.957
S -1.277 -2.774 0.758
O 1.252 -1.495 -1.043
N 1.008 1.617 1.538
N 0.220 3.711 1.216
N 1.218 0.351 0.996
N -4.368 -0.555 -2.258
N -2.224 -0.852 -1.941
N -4.166 1.548 0.045
N -2.342 0.482 0.619
C 3.774 -2.190 1.515
C 2.270 -2.054 -0.383
C 2.923 -3.161 -0.926
C -2.609 1.439 1.568
C -3.937 -1.389 -3.270
C 2.717 -1.546 0.855
C -3.294 0.574 -0.283
C -0.380 -3.104 2.289
C -3.731 2.120 1.220
C -2.608 -1.558 -3.062
C 4.381 -3.308 0.992
C -0.606 -4.078 -0.293
C 3.952 -3.785 -0.248
C 0.445 2.462 0.720
C 2.240 -0.291 1.424
C -3.310 -0.258 -1.482
H -1.906 -2.131 -3.644
H 5.193 -3.791 1.519
H -0.582 -4.127 2.600
H 4.436 -4.647 -0.691
H -1.959 1.596 2.413
H 0.690 -2.956 2.156
H 2.833 0.174 2.210
H -1.019 -5.036 0.018
H -0.910 -3.869 -1.317
H -4.246 2.941 1.688
H -4.947 1.868 -0.503
H -5.322 -0.269 -2.109
H 0.706 3.958 2.064
H 2.594 -3.514 -1.895
H 0.480 -4.091 -0.236
H -0.763 -2.420 3.044
H -4.601 -1.773 -4.024
H 0.025 4.443 0.558
H 4.120 -1.776 2.457
```

No. 2
Computed, not measured: a molecular structure, C18H21Br3F9NNiO8PTe, with ωB97M-V/def2-TZVPD.

Output
Multiplicity = 3
Energy above the lowest of the compared OMol25 structures with the same formula, charge and spin = 0.0000 eV
Energy = -12094.03883 hartree
Charge = -1
HOMO level (alpha / beta) = -4.539 / -4.538 eV

```
63
C18H21Br3F9NNiO8PTe (ωB97M-V/def2-TZVPD)
Te -4.077 0.297 2.511
Br -4.395 -5.475 2.296
Br 1.443 -0.221 1.233
Br 2.472 -3.227 0.717
Ni -0.731 0.197 -0.734
P -2.879 1.653 1.025
F 1.142 -2.896 -4.635
F -0.777 0.452 -3.785
F 0.388 -3.339 -2.660
F 3.034 -0.115 -2.346
F 1.241 1.196 -3.901
F -0.851 -2.279 -4.069
F 3.027 -0.975 -4.327
F 0.554 -0.276 -5.321
F 2.958 -2.255 -2.583
O -3.106 3.193 1.498
O -1.399 1.500 0.793
O 0.658 4.121 -1.149
O -2.400 -0.955 -1.878
O 0.546 -0.884 -1.790
O -1.654 -1.337 0.156
O 0.309 1.950 -1.302
O -3.507 1.579 -0.476
N -1.338 4.805 -2.685
C -3.430 -3.453 0.543
C 1.078 -2.104 1.421
C -0.071 3.077 -1.514
C -5.184 -4.847 -0.362
C -1.286 4.038 2.866
C -5.136 -4.130 -1.549
C -5.504 2.734 -1.196
C -2.424 -1.615 -0.821
C -1.377 3.426 -2.198
C -4.899 1.416 -0.753
C -4.238 -3.085 -1.699
C 0.404 -2.408 -3.613
C 0.487 0.086 -4.024
C -4.326 -4.497 0.668
C 0.944 -1.046 -3.044
C 2.511 -1.095 -3.082
C -2.026 4.127 1.547
C -3.384 -2.751 -0.656
H -6.568 2.611 -1.404
H -2.483 5.111 1.418
H -5.402 1.031 0.137
H 0.169 4.909 -1.470
H -2.270 5.183 -2.782
H -5.805 -4.394 -2.358
H -5.392 3.483 -0.411
H -4.961 0.662 -1.539
H -0.516 4.811 2.919
H -2.790 -3.153 1.360
H -5.021 3.097 -2.107
H 0.167 -2.297 0.869
H 0.982 -2.320 2.475
H -0.810 3.063 2.958
H -1.978 4.173 3.698
H -4.176 -2.519 -2.618
H -0.895 4.850 -3.595
H -5.881 -5.663 -0.233
H -2.144 3.331 -1.426
H -1.334 3.957 0.722
H -1.591 2.662 -2.947
```

No. 3
Computed, not measured: a molecular structure, C22H35MgNO3P2S at a distorted geometry, with ωB97M-V/def2-TZVPD.

Output
Energy above the lowest of the compared OMol25 structures with the same formula, charge and spin = 10.3596 eV
Energy = -2420.24738 hartree
HOMO level (alpha / beta) = -4.030 / -3.494 eV

```
65
C22H35MgNO3P2S (ωB97M-V/def2-TZVPD)
S 1.190 1.829 1.323
P 0.815 -2.143 -1.667
P 0.633 2.443 -1.371
Mg -1.876 1.046 -3.142
O 1.923 0.589 1.148
O -2.251 1.625 -0.656
O 1.840 3.128 1.246
N -0.044 1.865 -0.035
C 0.388 -0.430 -2.342
C 1.200 0.837 -1.983
C 0.478 -2.172 0.093
C -2.783 0.680 -6.083
C -2.094 -0.700 -6.245
C 0.876 -0.341 -5.949
C -2.174 1.464 4.149
C 0.276 1.067 -6.183
C 2.129 3.451 -1.570
C -0.547 3.180 -2.468
C -1.381 1.686 0.257
C -0.157 1.664 2.355
C -0.256 -3.272 -2.497
C 0.175 1.843 3.735
C -2.449 1.308 2.768
C 2.523 -2.195 -2.148
C -2.066 1.574 -5.058
C -0.667 1.588 -5.162
C 0.028 -1.281 -5.113
C -1.314 -1.134 -5.057
C -1.442 1.506 1.773
C -0.891 1.804 4.652
H 2.480 4.019 -0.685
H 0.570 -1.208 0.614
H 3.023 -2.946 -1.511
H -2.612 2.505 -4.771
H -0.257 -4.153 -1.853
H 2.064 0.592 -1.371
H 2.890 2.799 -2.020
H -0.739 -0.504 -2.297
H 0.270 3.256 -3.213
H -2.846 -1.472 -6.493
H -1.910 -1.562 -4.234
H -0.657 4.259 -2.173
H -3.449 1.021 2.454
H 0.632 -0.620 -3.434
H 1.204 1.981 4.103
H -0.703 2.002 5.726
H -3.807 0.508 -5.725
H -1.260 -2.837 -2.601
H 0.178 -3.511 -3.467
H -0.526 -2.618 0.273
H -2.918 1.122 -7.096
H -1.491 2.983 -3.087
H 1.145 -0.800 -6.918
H 3.033 -1.194 -2.062
H -0.172 1.090 -7.180
H 1.208 -2.853 0.535
H 1.759 4.160 -2.312
H -2.963 1.331 4.913
H 1.709 1.236 -2.875
H 2.565 -2.550 -3.200
H 1.840 -0.219 -5.446
H 1.156 1.765 -6.229
H 0.502 -2.306 -4.939
H -1.363 -0.644 -7.060
H -0.112 2.273 -4.554
```

No. 4
Computed, not measured: C5H9NO in the gas phase at a distorted geometry, with ωB97M-V/def2-TZVPD.

Output
Energy above the lowest of the compared OMol25 structures with the same formula, charge and spin = 5.1308 eV
Energy = -325.74900 hartree
Structure (SMILES) = C[C@@H]1C(=O)CN1C
HOMO level = -8.343 eV

```
16
C5H9NO (ωB97M-V/def2-TZVPD)
O 2.706 -0.457 -0.018
N -0.507 -0.505 0.326
C 0.546 0.449 0.745
C 0.568 1.664 -0.150
C -1.844 -0.304 -0.033
C 1.493 -0.624 0.200
C 0.383 -1.529 -0.160
H 0.869 1.159 -1.342
H 0.389 0.396 1.989
H 0.434 -1.922 -1.222
H -2.443 0.513 0.384
H -2.567 -1.153 0.383
H -1.772 -0.089 -1.246
H 0.557 -2.409 0.554
H 1.470 2.289 -0.013
H -0.283 2.523 -0.397
```